Record 1
The following is a DFT calculation (ωB97M-V with the def2-TZVPD basis set) of a structure of composition C37H43O3SiV in a non-equilibrium geometry.

## Properties
LUMO level (spin up / spin down)	0.62 / 0.60	eV
multiplicity	3
max |F|	2.73	eV/Å

Geometry (Å):
1 O -1.2080 1.3525 -4.1124
2 C 0.0687 1.9222 -4.5538
3 C -0.5089 3.2020 -5.1469
4 H 0.4996 1.2633 -5.2703
5 H 0.7502 2.0738 -3.7006
6 C -1.7963 2.6829 -4.3617
7 H -0.5234 3.1655 -6.2315
8 H -0.0883 4.1323 -4.7490
9 C -3.0977 2.5761 -5.1354
10 H -3.0296 1.7826 -5.8804
11 H -3.3344 3.5388 -5.6130
12 H -3.8935 2.3094 -4.4264
13 C -1.9207 3.4153 -3.0360
14 H -0.9131 3.4772 -2.5963
15 H -2.5844 2.8488 -2.3657
16 H -2.2656 4.4438 -3.1955
17 V -0.1467 0.5931 0.7378
18 C 1.0552 2.6907 1.5607
19 C 2.0056 1.6357 1.5289
20 C 2.0511 1.0798 0.2122
21 H 2.6868 1.3888 2.3404
22 C 1.0945 1.7910 -0.5935
23 C 0.4835 2.7896 0.2580
24 H -0.1876 3.5751 -0.0708
25 H 0.8879 3.3737 2.3953
26 H 2.7381 0.3063 -0.1347
27 H 0.9024 1.6120 -1.6548
28 C -2.3864 -0.0015 1.6535
29 C -2.2864 1.3763 1.3037
30 C -2.0118 1.4445 -0.1013
31 H -2.4982 2.2201 1.9654
32 C -1.8342 0.1022 -0.6082
33 C -2.0630 -0.7847 0.4998
34 H -2.0803 -1.8678 0.4303
35 H -2.7591 -0.3966 2.5964
36 H -2.0226 2.3627 -0.6763
37 H -1.6332 -0.1898 -1.6440
38 O -0.1175 -0.7663 -5.6708
39 C -0.4153 -0.0934 -6.9388
40 C 0.2318 -0.8358 -8.1474
41 H 0.0912 0.8940 -6.9739
42 H -1.4978 0.1204 -7.0481
43 C 1.1737 -1.8569 -7.4828
44 H 0.7865 -0.1178 -8.7888
45 H -0.5224 -1.3193 -8.7779
46 C 0.8997 -1.7541 -5.9755
47 H 2.2060 -1.5679 -7.6712
48 H 1.0393 -2.8699 -7.8729
49 H 1.7950 -1.4314 -5.4387
50 H 0.5833 -2.7237 -5.5913
51 O 0.4170 -0.6670 1.9598
52 Si 0.6357 -1.2452 3.4578
53 C -0.9496 -2.0264 4.0484
54 C -1.6566 -2.8426 3.1543
55 C -2.9033 -3.3709 3.5075
56 C -3.4410 -3.1168 4.7727
57 C -2.7421 -2.2959 5.6680
58 C -1.5081 -1.7360 5.2971
59 C 1.9755 -2.5485 3.4361
60 C 2.0281 -3.6296 4.3379
61 C 3.0477 -4.5962 4.2276
62 C 4.0095 -4.5031 3.2113
63 C 3.9388 -3.4455 2.2973
64 C 2.9218 -2.4844 2.4023
65 C 1.0520 0.1980 4.5787
66 C 0.1851 1.2946 4.6873
67 C 0.5546 2.4298 5.4262
68 C 1.7856 2.4607 6.0973
69 C 2.6623 1.3780 5.9739
70 C 2.2999 0.2557 5.2142
71 H -1.2268 -3.0735 2.1755
72 H -3.4523 -3.9748 2.7799
73 H -4.4099 -3.5391 5.0533
74 H -3.1572 -2.0766 6.6524
75 H -0.9672 -1.0805 5.9861
76 H 1.2856 -3.7062 5.1383
77 H 3.0866 -5.4256 4.9374
78 H 4.8036 -5.2542 3.1283
79 H 4.6765 -3.3633 1.4916
80 H 2.8818 -1.6645 1.6792
81 H -0.7996 1.2646 4.2079
82 H -0.1242 3.2843 5.4802
83 H 2.0674 3.3350 6.6916
84 H 3.6420 1.3992 6.4608
85 H 2.9773 -0.5990 5.1357

Record 2
The following is a DFT calculation (ωB97M-V with the def2-TZVPD basis set) of a structure of composition C37H46O8P2W in a non-equilibrium geometry.

## Properties
LUMO level (spin up / spin down)	-11.00 / -14.62	eV
multiplicity	3
max |F|	1.42	eV/Å
charge	+4

Geometry (Å):
1 W -0.4334 -0.1864 0.3828
2 C -1.7763 -2.6433 -1.0719
3 C -1.0963 -2.4445 -2.4297
4 O 0.1705 -1.8370 -2.3119
5 C 1.2383 -2.7188 -1.9838
6 C 1.3796 -2.8404 -0.4830
7 O 1.4380 -1.5379 0.1651
8 C 2.7290 -0.8957 0.1064
9 C 2.6410 0.1854 -0.9263
10 O 1.3725 0.8434 -0.6895
11 C 1.2828 2.0637 -1.4574
12 C 0.1460 2.8968 -0.8672
13 O -0.2203 2.3271 0.3941
14 C 0.6218 2.8494 1.4555
15 C 0.5428 1.8829 2.5934
16 O 0.8294 0.5882 2.0040
17 C 0.7167 -0.5624 2.9195
18 C -0.2835 -1.3902 2.1562
19 O -1.4045 -1.5484 -0.2065
20 H -1.4882 -3.5614 -0.5606
21 H -2.8642 -2.6083 -1.1463
22 H -1.6978 -1.7950 -3.0576
23 H -1.0249 -3.4216 -2.9179
24 H 2.1366 -2.3082 -2.4439
25 H 1.0870 -3.7157 -2.4085
26 H 2.2801 -3.3924 -0.2111
27 H 0.5334 -3.3481 -0.0263
28 H 3.4974 -1.6297 -0.1326
29 H 2.9313 -0.4844 1.0928
30 H 2.6618 -0.1795 -1.9536
31 H 3.4431 0.9132 -0.7897
32 H 1.1128 1.8224 -2.5076
33 H 2.2453 2.5686 -1.3696
34 H -0.7328 2.8616 -1.4980
35 H 0.4400 3.9375 -0.7298
36 H 0.2572 3.8359 1.7467
37 H 1.6473 2.9390 1.0920
38 H -0.4471 1.8501 3.0513
39 H 1.2988 2.0917 3.3510
40 H 0.3808 -0.2127 3.8939
41 H 1.7056 -1.0046 3.0168
42 H -1.2654 -1.4070 2.6245
43 H 0.0390 -2.4028 1.9369
44 O -1.7435 0.7724 -1.4710
45 P -3.1418 1.3065 -1.6366
46 C -3.7486 2.0612 -0.1135
47 P -3.3992 1.1516 1.4380
48 O -1.9295 0.6526 1.3490
49 C -4.5763 -0.1551 1.6010
50 C -5.9213 0.2052 1.7708
51 C -6.8763 -0.7743 1.9745
52 C -6.4969 -2.1131 2.0183
53 C -5.1649 -2.4726 1.8704
54 C -4.1994 -1.4961 1.6680
55 C -3.5440 2.3080 2.7561
56 C -2.9436 3.5748 2.6559
57 C -3.0047 4.4515 3.7213
58 C -3.6529 4.0713 4.8952
59 C -4.2359 2.8182 5.0072
60 C -4.1816 1.9302 3.9431
61 C -3.2362 2.5786 -2.9363
62 C -2.2908 2.5518 -4.0072
63 C -2.4068 3.4331 -5.0425
64 C -3.4931 4.3507 -5.0628
65 C -4.4441 4.3833 -4.0092
66 C -4.3260 3.5017 -2.9740
67 C -4.3294 0.2384 -2.4064
68 C -5.6491 0.0885 -1.9516
69 C -6.5386 -0.6872 -2.6686
70 C -6.1347 -1.3019 -3.8543
71 C -4.8355 -1.1434 -4.3301
72 C -3.9369 -0.3752 -3.6188
73 H -4.8198 2.2696 -0.1437
74 H -3.2323 3.0228 -0.0321
75 H -6.2246 1.2474 1.7868
76 H -7.9113 -0.4986 2.1255
77 H -7.2442 -2.8762 2.1917
78 H -4.8774 -3.5133 1.9371
79 H -3.1634 -1.7816 1.5809
80 H -2.4318 3.8851 1.7516
81 H -2.5611 5.4348 3.6462
82 H -3.7047 4.7633 5.7256
83 H -4.7423 2.5354 5.9197
84 H -4.6453 0.9566 4.0369
85 H -1.4769 1.8378 -3.9699
86 H -1.6945 3.4503 -5.8567
87 H -3.6024 5.0303 -5.8998
88 H -5.2510 5.1025 -4.0531
89 H -5.0613 3.5024 -2.1795
90 H -5.9800 0.5547 -1.0351
91 H -7.5518 -0.8204 -2.3140
92 H -6.8407 -1.9040 -4.4119
93 H -4.5376 -1.6159 -5.2562
94 H -2.9294 -0.2493 -3.9966

Record 3
The following is a DFT calculation (ωB97M-V with the def2-TZVPD basis set) of a cluster of 10 separate species, C37H47BF4N9O2S in total in a non-equilibrium geometry.

## Properties
LUMO level	1.91	eV
max |F|	5.69	eV/Å
charge	-1

Geometry (Å):
1 O 4.1877 -2.1179 -0.7175
2 S 3.8393 -1.1422 0.3715
3 O 3.8233 -1.8332 1.7011
4 F 5.0744 0.0431 0.4820
5 B 2.2072 -0.2571 0.0684
6 C 0.8814 -1.1866 0.2730
7 F 0.0345 -1.2340 -0.8442
8 F 0.1090 -0.6295 1.3081
9 F 1.1090 -2.4984 0.6400
10 H 2.1480 0.6361 0.8650
11 H 2.1406 0.2616 -1.0024
12 N -2.2391 -2.4869 -2.1862
13 C -2.6188 -3.3277 -1.1770
14 C -3.7574 -3.9825 -1.5768
15 C -4.0727 -3.5235 -2.8800
16 C -3.1163 -2.6030 -3.2307
17 H -1.4373 -1.8785 -2.1630
18 H -2.0489 -3.3864 -0.2632
19 H -4.3018 -4.7116 -0.9967
20 H -4.9057 -3.8323 -3.4929
21 H -2.9861 -2.0218 -4.1302
22 N -5.6030 -0.5197 2.4279
23 C -5.2273 -0.9720 1.1898
24 C -3.8605 -0.8765 1.1030
25 C -3.3932 -0.3530 2.3354
26 C -4.4895 -0.1454 3.1339
27 H -6.5466 -0.4702 2.7642
28 H -5.9621 -1.3197 0.4806
29 H -3.2624 -1.1539 0.2485
30 H -2.3681 -0.1517 2.6066
31 H -4.5743 0.2362 4.1391
32 N -1.2444 -0.0936 -5.8146
33 C -1.3433 0.9461 -6.6981
34 C -0.6000 0.6299 -7.8077
35 C -0.0361 -0.6521 -7.5869
36 C -0.4538 -1.0744 -6.3499
37 H -1.6853 -0.1311 -4.9117
38 H -1.9307 1.8187 -6.4608
39 H -0.4764 1.2508 -8.6815
40 H 0.6034 -1.2037 -8.2584
41 H -0.2564 -1.9843 -5.8056
42 N 8.2640 -0.1716 0.5962
43 C 8.6402 -0.6256 -0.6371
44 C 10.0074 -0.5331 -0.7259
45 C 10.4743 -0.0086 0.5044
46 C 9.3752 0.2013 1.3010
47 H 7.3112 -0.1227 0.9316
48 H 7.9044 -0.9733 -1.3447
49 H 10.6043 -0.8130 -1.5800
50 H 11.4996 0.1922 0.7770
51 H 9.2888 0.5845 2.3057
52 N 10.5037 -0.5350 4.8453
53 C 10.2862 -1.7282 5.4783
54 C 9.9743 -1.4617 6.7880
55 C 9.9990 -0.0538 6.9496
56 C 10.3258 0.4912 5.7333
57 H 10.7542 -0.4284 3.8769
58 H 10.3731 -2.6608 4.9443
59 H 9.7516 -2.1974 7.5451
60 H 9.7990 0.4986 7.8547
61 H 10.4477 1.5172 5.4243
62 N -4.4573 1.1219 -2.1618
63 C -5.3069 0.7441 -3.1670
64 C -5.2692 1.7125 -4.1394
65 C -4.3586 2.7090 -3.7076
66 C -3.8714 2.3164 -2.4857
67 H -4.2885 0.6012 -1.3150
68 H -5.8637 -0.1774 -3.1037
69 H -5.8328 1.7040 -5.0597
70 H -4.0891 3.6124 -4.2328
71 H -3.1618 2.7827 -1.8207
72 N 4.1763 1.2689 -2.5561
73 C 3.3301 0.8930 -3.5618
74 C 3.3731 1.8601 -4.5355
75 C 4.2855 2.8546 -4.1012
76 C 4.7669 2.4599 -2.8772
77 H 4.3399 0.7484 -1.7097
78 H 2.7707 -0.0266 -3.4977
79 H 2.8119 1.8521 -5.4574
80 H 4.5594 3.7573 -4.6257
81 H 5.4755 2.9233 -2.2092
82 N -7.9958 -1.8425 4.6960
83 C -8.8713 -0.9198 5.2032
84 C -9.7509 -1.5792 6.0240
85 C -9.3891 -2.9500 6.0162
86 C -8.3013 -3.0816 5.1903
87 H -7.2439 -1.6419 4.0596
88 H -8.7936 0.1222 4.9359
89 H -10.5634 -1.1262 6.5705
90 H -9.8709 -3.7506 6.5555
91 H -7.7210 -3.9465 4.9117
92 N -3.6121 4.9990 2.2955
93 C -4.6250 5.2028 1.3972
94 C -5.0526 3.9748 0.9576
95 C -4.2722 2.9933 1.6193
96 C -3.3940 3.6549 2.4402
97 H -3.1071 5.7230 2.7744
98 H -4.9512 6.2001 1.1482
99 H -5.8398 3.8012 0.2401
100 H -4.3450 1.9231 1.5081
101 H -2.6343 3.2866 3.1113

Record 4
The following is a DFT calculation (ωB97M-V with the def2-TZVPD basis set) of a cluster of 5 separate species, C37H47BF7N4O4S in total in a non-equilibrium geometry.

## Properties
LUMO level	-3.31	eV
max |F|	1.05	eV/Å
charge	+1

Geometry (Å):
1 C -1.5972 -3.1635 -2.8279
2 C -1.5942 -2.6689 -1.3809
3 C -0.3172 -3.0921 -0.6226
4 C 0.1370 -2.0611 0.4145
5 C -0.9484 -1.7774 1.4670
6 N 0.4849 -0.8330 -0.3317
7 C 0.9729 0.2811 0.0957
8 N 1.3640 0.5209 1.3703
9 B 2.6566 -0.0876 1.8352
10 N 3.1467 -1.3130 1.2693
11 O 3.3455 0.6953 2.7205
12 C 1.2304 1.9700 1.7101
13 C -0.0137 2.5222 1.0381
14 O -0.1884 3.8161 1.5622
15 C 0.1146 2.5065 -0.4893
16 C -1.2437 2.4196 -1.2041
17 N 0.9789 1.3325 -0.8685
18 S 2.4984 1.6558 -1.4750
19 O 3.2273 0.4331 -1.3969
20 O 2.9974 2.8809 -0.9615
21 C 2.0932 1.9578 -3.2673
22 F 3.0247 2.8049 -3.6815
23 F 0.8941 2.5356 -3.3544
24 C 2.1514 0.7322 -4.2323
25 F 3.4171 0.3438 -4.3509
26 F 1.7142 1.2073 -5.4082
27 C 1.2780 -0.5168 -3.9059
28 F 0.9450 -1.1420 -5.0171
29 F 1.9149 -1.3587 -3.0998
30 F 0.1434 -0.1327 -3.2727
31 H -2.4127 -2.7298 -3.4068
32 H -1.6833 -4.2523 -2.8544
33 H -0.6531 -2.9223 -3.3269
34 H -2.4558 -3.1055 -0.8699
35 H -1.7164 -1.5792 -1.3626
36 H 0.4959 -3.2911 -1.3288
37 H -0.5116 -4.0091 -0.0622
38 H 1.0270 -2.4254 0.9164
39 H -0.5102 -1.5430 2.4380
40 H -1.5781 -2.6594 1.5850
41 H -1.5736 -0.9256 1.1901
42 H 0.2709 -0.8427 -1.3245
43 H 2.7838 -2.1897 1.6183
44 H 4.1595 -1.3484 1.3307
45 H 3.4908 0.2840 3.5804
46 H 2.1184 2.5329 1.4167
47 H 1.1151 2.0639 2.7880
48 H -0.8626 1.8773 1.3250
49 H -0.8949 4.2873 1.1033
50 H 0.6258 3.4155 -0.8059
51 H -1.3000 1.5259 -1.8278
52 H -1.4086 3.2781 -1.8546
53 H -2.0666 2.3725 -0.4878
54 C -6.3611 -0.8018 0.8458
55 C -5.1669 -0.9632 0.1572
56 C -4.2119 0.0417 0.1888
57 C -4.4451 1.2068 0.9074
58 C -5.6435 1.3720 1.5875
59 C -6.6008 0.3668 1.5550
60 H -7.1044 -1.5880 0.8320
61 H -4.9808 -1.8754 -0.3966
62 H -3.2771 -0.0923 -0.3450
63 H -3.6979 1.9899 0.9434
64 H -5.8296 2.2795 2.1468
65 H -7.5337 0.4919 2.0890
66 C 5.6906 -0.9332 -6.4782
67 C 6.8311 -1.4212 -7.1007
68 C 6.8525 -1.5858 -8.4786
69 C 5.7351 -1.2597 -9.2350
70 C 4.5952 -0.7706 -8.6129
71 C 4.5730 -0.6088 -7.2342
72 H 5.6766 -0.8054 -5.4027
73 H 7.7042 -1.6720 -6.5123
74 H 7.7411 -1.9682 -8.9637
75 H 5.7537 -1.3859 -10.3096
76 H 3.7247 -0.5142 -9.2030
77 H 3.6800 -0.2280 -6.7561
78 C -4.8873 -3.7940 5.7193
79 C -4.3080 -4.5848 4.7368
80 C -4.1265 -4.0765 3.4577
81 C -4.5215 -2.7785 3.1612
82 C -5.0990 -1.9877 4.1454
83 C -5.2829 -2.4964 5.4237
84 H -5.0331 -4.1903 6.7158
85 H -4.0024 -5.5972 4.9672
86 H -3.6816 -4.6984 2.6896
87 H -4.3834 -2.3790 2.1658
88 H -5.4066 -0.9762 3.9120
89 H -5.7373 -1.8823 6.1904
90 C 1.9331 3.9978 7.0690
91 C 2.9773 3.6592 6.2191
92 C 2.8326 3.8153 4.8469
93 C 1.6449 4.3139 4.3266
94 C 0.6011 4.6520 5.1769
95 C 0.7451 4.4929 6.5484
96 H 2.0465 3.8794 8.1388
97 H 3.9055 3.2800 6.6272
98 H 3.6473 3.5524 4.1828
99 H 1.5335 4.4412 3.2583
100 H -0.3231 5.0422 4.7700
101 H -0.0671 4.7579 7.2128

Record 5
The following is a DFT calculation (ωB97M-V with the def2-TZVPD basis set) of a structure of composition C37H47BN8S3Ti in a non-equilibrium geometry.

## Properties
LUMO level	-6.82	eV
max |F|	1.92	eV/Å
charge	+2

Geometry (Å):
1 Ti 0.6947 -0.3326 -2.5965
2 C -4.9275 -0.5324 -2.0652
3 C -3.8888 -0.6755 -0.9987
4 C -4.1583 -1.0798 0.2736
5 C -3.1237 -1.2270 1.2326
6 N -1.9045 -0.8321 0.9598
7 N -1.6631 -0.3827 -0.2772
8 B -0.2482 0.1530 -0.5933
9 N 0.7738 -0.7821 0.0387
10 N 1.2530 -0.8264 1.2786
11 C 1.9913 -1.8725 1.5841
12 C 2.2115 -2.9093 0.6503
13 C 1.7250 -2.8215 -0.6263
14 C 1.9770 -3.8944 -1.6455
15 C 0.9812 -1.6641 -0.9468
16 S 3.1085 -0.8057 -3.2617
17 C 2.5071 -1.9359 3.0167
18 C 2.8200 -0.5308 3.5361
19 C 1.3895 -2.5544 3.8693
20 C 3.7694 -2.7984 3.1054
21 N -0.1463 1.6841 -0.3033
22 N -0.3586 1.9560 1.0079
23 C -0.3156 3.2005 1.3960
24 C -0.0754 4.2406 0.4593
25 C 0.1089 3.9748 -0.8572
26 C 0.3258 5.0508 -1.8752
27 C 0.0845 2.5999 -1.2471
28 S 0.3252 2.1534 -2.8999
29 C -0.5140 3.5112 2.8694
30 C -0.8548 2.2495 3.6511
31 C -1.6590 4.5224 3.0159
32 C 0.7917 4.1145 3.4056
33 C -2.5229 -0.4068 -1.2871
34 S -1.8813 -0.1968 -2.8664
35 C -3.3258 -1.8573 2.6102
36 C -4.7783 -2.2793 2.8224
37 C -2.9145 -0.8537 3.6909
38 C -2.4220 -3.0942 2.6979
39 H -5.8876 -0.9189 -1.7305
40 H -5.0486 0.5182 -2.3357
41 H -4.6257 -1.0616 -2.9695
42 H -5.1765 -1.3223 0.5456
43 H 2.7932 -3.7718 0.9502
44 H 1.8661 -4.8834 -1.2018
45 H 1.2849 -3.8150 -2.4826
46 H 2.9944 -3.8315 -2.0379
47 H 1.9496 0.1206 3.4845
48 H 3.1398 -0.6000 4.5765
49 H 3.6289 -0.0668 2.9661
50 H 0.5055 -1.9132 3.8682
51 H 1.1006 -3.5419 3.5006
52 H 1.7295 -2.6692 4.8997
53 H 4.5324 -2.4751 2.3930
54 H 4.1951 -2.7107 4.1050
55 H 3.5669 -3.8583 2.9417
56 H -0.0463 5.2674 0.8019
57 H 0.4029 6.0240 -1.3953
58 H 1.2308 4.8636 -2.4546
59 H -0.5027 5.0741 -2.5856
60 H -1.7821 1.8020 3.2954
61 H -0.0729 1.4933 3.5668
62 H -0.9787 2.5069 4.7041
63 H -2.5927 4.1249 2.6127
64 H -1.8170 4.7414 4.0725
65 H -1.4486 5.4708 2.5187
66 H 1.6172 3.4049 3.3151
67 H 1.0682 5.0333 2.8841
68 H 0.6761 4.3623 4.4614
69 H -5.4610 -1.4266 2.8175
70 H -5.1119 -2.9985 2.0712
71 H -4.8717 -2.7614 3.7958
72 H -3.5917 0.0034 3.7177
73 H -2.9456 -1.3358 4.6695
74 H -1.9028 -0.4892 3.5148
75 H -2.7141 -3.8517 1.9664
76 H -1.3791 -2.8271 2.5216
77 H -2.5027 -3.5373 3.6917
78 C 4.2242 1.9992 -3.0221
79 C 4.1030 1.8644 -4.3613
80 C 3.1021 1.1199 -5.1224
81 C 2.4920 -0.0022 -4.7247
82 N 2.6028 0.3828 -2.1119
83 C 3.2782 1.4742 -2.0567
84 C 1.3591 -0.7065 -5.4089
85 C 1.3199 -0.9120 -6.7698
86 C 0.2862 -1.6784 -7.2987
87 C -0.6591 -2.2166 -6.4483
88 C -0.5668 -1.9493 -5.0932
89 N 0.4175 -1.2067 -4.5746
90 H 4.9031 2.7588 -2.6562
91 H 4.7221 2.5306 -4.9526
92 H 2.8207 1.5529 -6.0784
93 H 3.0425 2.1146 -1.2063
94 H 2.1001 -0.5165 -7.4058
95 H 0.2412 -1.8661 -8.3633
96 H -1.4674 -2.8328 -6.8151
97 H -1.2990 -2.3189 -4.3906